Formula: C52H80N4O16
Source: OMol25
Level of theory: the ωB97M-V functional and the def2-TZVPD basis

```
! RIJCOSX wB97M-V def2-TZVPD def2/J DEFGRID3
* xyz 0 1
C 4.82199 -0.55881 4.25533
O 3.51967 -0.52869 3.69560
C 2.45845 -0.22694 4.63347
C 2.44007 1.18117 5.13221
C 1.16804 1.43355 5.96246
N 2.67127 2.07588 3.98370
H 5.48951 -1.01799 3.53834
H 4.77258 -1.16190 5.18923
H 5.11656 0.50495 4.50941
H 1.48891 -0.34400 4.17791
H 2.49975 -0.97924 5.41110
H 3.28811 1.26550 5.80558
H 1.26049 1.02084 6.97539
H 0.17503 1.13186 5.50952
H 1.06725 2.52924 6.11495
H 1.88484 2.68852 3.98654
H 2.83529 1.45149 3.17768
C 3.83048 0.82235 -2.93833
O 4.24713 1.81608 -1.98913
C 5.16552 1.28261 -1.00232
C 5.43860 2.31727 0.08720
C 5.92319 3.68537 -0.41861
N 6.43921 1.83035 1.07335
H 2.71883 0.80939 -2.93004
H 4.17856 -0.18485 -2.64074
H 4.20800 1.01242 -3.93639
H 4.77268 0.39165 -0.49991
H 6.06458 0.91310 -1.47872
H 4.49067 2.42346 0.55501
H 5.14389 4.10521 -0.99392
H 6.76323 3.52632 -1.14271
H 6.20360 4.34478 0.38372
H 7.34557 2.03106 0.62531
H 6.35195 0.85583 1.29121
C 1.03595 3.26451 -0.76666
O -0.18938 3.83205 -0.56866
C -0.81485 4.31773 -1.85952
C -1.90631 3.27700 -2.09444
C -2.54408 3.51424 -3.46256
N -2.98676 3.44714 -1.08260
H 0.81456 2.39100 -1.43549
H 1.30438 2.80350 0.19585
H 1.81246 3.99746 -1.13277
H -1.15114 5.31719 -1.59570
H -0.04549 4.49067 -2.60707
H -1.42550 2.24703 -1.98483
H -2.91600 4.56505 -3.54578
H -3.41918 2.83955 -3.64215
H -1.80576 3.29747 -4.24810
H -3.26027 4.42472 -1.14925
H -2.70868 3.37802 -0.11531
C -0.89779 -4.30163 -4.72717
O -1.24814 -2.92778 -4.79763
C -0.62317 -2.23128 -5.85158
C -1.28428 -0.87701 -6.05898
C -1.15169 0.10220 -4.80820
N -2.65074 -1.04299 -6.53122
H 0.16769 -4.45590 -4.55666
H -1.07669 -4.81095 -5.64701
H -1.49651 -4.76524 -3.93533
H 0.48522 -2.04335 -5.72936
H -0.69690 -2.70061 -6.84884
H -0.75091 -0.48965 -6.92982
H -1.84474 -0.32705 -4.08549
H -1.61207 1.10299 -4.99472
H -0.18292 0.30378 -4.39599
H -3.39583 -1.39705 -5.92043
H -2.96100 -0.31081 -7.17047
O -3.71105 -4.06398 0.75802
C -2.69826 -4.13934 1.65888
C -1.68684 -3.28506 1.49491
C -0.68353 -3.27989 2.46600
C -0.72064 -4.12645 3.54714
O 0.16319 -4.09246 4.56754
C -1.69640 -5.04812 3.70571
C -2.75024 -5.03641 2.77942
H -4.43000 -4.78566 0.69208
H -1.59932 -2.60457 0.61200
H 0.17460 -2.54631 2.43216
H 0.77197 -3.33677 4.47616
H -1.64641 -5.67151 4.57011
H -3.61129 -5.70394 2.81832
O 5.67059 -1.37094 -4.38173
C 5.13065 -2.50620 -3.88741
C 5.87423 -3.69035 -3.62507
C 5.30075 -4.87434 -3.09651
C 3.98972 -4.90501 -2.87801
O 3.43399 -6.06604 -2.42031
C 3.21966 -3.79583 -3.17026
C 3.76251 -2.64557 -3.72596
H 6.64829 -1.54435 -4.47325
H 6.96452 -3.57749 -3.79440
H 5.90441 -5.76049 -2.93119
H 2.62330 -5.88826 -1.95902
H 2.11523 -3.79852 -3.04376
H 3.05521 -1.86907 -3.91345
O -5.51504 -3.43184 4.27547
C -5.00819 -2.23907 3.90984
C -3.69493 -1.86098 4.20248
C -3.19207 -0.65194 3.69484
C -4.02615 0.12434 2.84967
O -3.52998 1.32545 2.34741
C -5.33320 -0.26521 2.65049
C -5.82708 -1.44248 3.17114
H -5.01225 -3.72470 5.04860
H -2.98978 -2.41913 4.75930
H -2.17000 -0.29886 3.83203
H -4.04190 1.59536 1.55324
H -6.04495 0.38609 2.09841
H -6.83187 -1.73546 2.97666
O -4.67151 -2.25582 -4.13241
C -4.79584 -1.34968 -3.08972
C -4.44765 -1.66677 -1.74862
C -4.56432 -0.71643 -0.73639
C -4.95551 0.58034 -1.02300
O -4.84379 1.59797 -0.09571
C -5.42620 0.93953 -2.34946
C -5.38471 -0.09456 -3.33499
H -4.29318 -3.03402 -3.70808
H -3.97773 -2.59303 -1.38498
H -4.29399 -0.99791 0.28074
H -4.47323 2.35971 -0.59836
H -5.95334 1.86694 -2.54632
H -5.63048 0.19855 -4.32663
O 0.49058 -1.89406 -2.51895
C 0.14302 -1.15528 -1.41899
C -1.00469 -0.44001 -1.28331
C -1.21348 0.28211 -0.07701
C -0.33877 0.17194 0.96429
O -0.64905 0.73998 2.18519
C 0.83828 -0.56452 0.77728
C 1.05771 -1.23596 -0.39748
H -0.30777 -2.06849 -3.03130
H -1.71726 -0.37664 -2.13363
H -2.14117 0.80176 0.09251
H -1.50586 1.22579 2.12198
H 1.49721 -0.55889 1.64634
H 1.96201 -1.78495 -0.62799
O 2.12849 5.07930 2.19158
C 1.06106 4.80698 3.07626
C -0.13108 4.33652 2.48883
C -1.21089 3.99382 3.29591
C -1.16871 4.35943 4.62923
O -2.19927 4.04995 5.49436
C 0.01650 4.89651 5.21604
C 1.15057 5.05597 4.45915
H 2.94109 5.24217 2.68328
H -0.21160 4.22150 1.43463
H -2.02073 3.52808 2.72084
H -2.96026 3.87273 4.97605
H -0.02930 5.14901 6.24842
H 2.06638 5.40195 4.91328
*
```

Values from the calculation:
SMILES ... COC[C@H](C)N.COC[C@H](C)N.COC[C@H](C)N.COC[C@H](C)N.Oc1ccc(O)cc1.Oc1ccc(O)cc1.Oc1ccc(O)cc1.Oc1ccc(O)cc1.Oc1ccc(O)cc1.Oc1ccc(O)cc1
E_LUMO ... 0.3 eV
Kohn-Sham gap ... 8.1448 eV
Calculated total energy ... -93937.55685 eV
HOMO energy ... -7.81 eV
M ... 1017.2 g/mol

Formula: C3H3NOS3
Source: OMol25
Level of theory: the ωB97M-V functional and the def2-TZVPD basis

```
! RIJCOSX wB97M-V def2-TZVPD def2/J DEFGRID3
* xyz 0 1
C -0.49554 -0.03302 -1.65909
C 0.38089 0.05706 0.77471
C -0.21064 1.46596 0.80837
H 1.95730 -2.17517 0.49093
H -0.76694 1.08744 -1.46597
H 0.40352 2.30034 1.05224
N 0.13592 -0.55498 -0.45769
O -0.80153 -0.85564 -2.54543
S 0.48931 -2.25874 -0.48535
S 0.80570 -0.70552 2.25380
S -1.89798 1.67228 1.23348
*
```

Values from the calculation:
E_LUMO ... -1.9 eV
Kohn-Sham gap ... 7.1117 eV
Calculated total energy ... -39198.53645 eV
HOMO energy ... -9.00 eV
M ... 165.3 g/mol

Formula: C38H58BiBrN7O6SeSi2
Source: OMol25
Level of theory: the ωB97M-V functional and the def2-TZVPD basis

```
! RIJCOSX wB97M-V def2-TZVPD def2/J DEFGRID3
* xyz -1 1
Bi -0.38930 -0.23231 0.14558
C -6.33564 4.21540 -3.71317
C -5.19180 4.53387 -2.74853
C -4.38389 5.70313 -3.33078
C -5.80132 4.95917 -1.40374
C -4.27225 3.34121 -2.52815
C -3.26474 3.44117 -1.58755
C -2.45787 2.35789 -1.31241
Br -1.05265 2.70001 -0.04935
C -2.57554 1.08974 -1.90894
O -1.95256 0.02156 -1.47799
C -3.47945 1.06467 -3.01546
C -4.32098 2.14803 -3.23978
C -3.60798 -0.12001 -3.97699
C -4.73813 -1.03309 -3.48419
C -2.31330 -0.92743 -4.10745
C -3.92575 0.37109 -5.40245
H -7.00721 5.07032 -3.78301
H -6.90494 3.35969 -3.35907
H -5.95114 4.00331 -4.70795
H -5.01821 6.58239 -3.43468
H -3.99550 5.43944 -4.31171
H -3.54268 5.96248 -2.69429
H -6.49897 5.78381 -1.54822
H -5.03501 5.28479 -0.70559
H -6.33691 4.12299 -0.95968
H -3.08741 4.35419 -1.04204
H -5.05594 2.05128 -4.02040
H -4.51321 -1.38922 -2.48382
H -4.84955 -1.89249 -4.14412
H -5.68456 -0.49378 -3.45493
H -1.95873 -1.28735 -3.15191
H -1.53875 -0.30508 -4.54828
H -2.47729 -1.78749 -4.75471
H -4.96904 0.64822 -5.52331
H -3.71369 -0.43032 -6.10700
H -3.30630 1.22915 -5.65284
O 1.24187 -4.24068 -4.45707
C 1.51533 -3.05087 -4.96225
O 1.89688 -2.91764 -6.10410
C 1.33200 -1.86709 -4.09031
C 1.69497 -0.58480 -4.47486
N 1.33801 0.23704 -3.47905
N 0.78505 -0.40684 -2.47190
C 0.76366 -1.68968 -2.79362
C 0.30130 -2.69118 -1.80847
O 0.46053 -3.89966 -2.02984
O -0.21266 -2.30380 -0.70293
H 0.93634 -4.19457 -3.49351
H 2.18226 -0.25565 -5.37231
H 1.55651 1.21773 -3.36092
Se 3.20804 0.72093 -0.86817
C 4.46780 2.12658 -0.84198
C 4.06951 3.45730 -0.96627
C 5.03942 4.43854 -0.95891
N 6.34009 4.20106 -0.83431
C 6.71010 2.93216 -0.70752
C 5.83165 1.86862 -0.70514
H 3.02402 3.71220 -1.07455
H 4.76963 5.48590 -1.06119
H 7.77992 2.76831 -0.60497
H 6.18715 0.85045 -0.61478
N 2.05579 1.96810 2.17826
C 1.00737 2.33796 2.92967
C 1.16864 3.13977 4.07924
C 0.06008 3.47272 4.81750
C -1.19424 3.03454 4.39985
C -1.25100 2.26472 3.25779
N -0.19605 1.90900 2.54619
H 2.98232 2.28379 2.39424
H 1.92290 1.36411 1.38178
H 2.15750 3.45207 4.37942
H 0.16274 4.07368 5.71073
H -2.09031 3.28324 4.94418
H -2.19669 1.90925 2.87444
C 4.17555 -1.04007 2.20962
N 3.54079 -2.28796 1.84045
C 2.24913 -2.29504 1.42826
N 1.75078 -3.49340 1.02076
O 1.53918 -1.29698 1.54705
H 5.20821 -1.22717 2.49001
H 3.63667 -0.60076 3.04754
H 4.14032 -0.33732 1.37646
H 4.14038 -3.04767 1.57079
H 2.37548 -4.20565 0.67845
H 0.85526 -3.43049 0.54964
C 0.19768 -0.63590 4.08808
Si -1.27321 -1.53825 3.26121
C -0.85072 -3.40630 3.25124
C -2.67584 -1.21854 4.54988
C -1.97051 -0.96006 1.57796
Si -3.29439 -2.06153 0.74774
C -4.78969 -0.89244 0.43220
C -3.91583 -3.45555 1.91330
C -2.96892 -3.06399 -0.83515
H -0.12576 0.23420 4.65343
H 0.90448 -0.31301 3.33752
H 0.72795 -1.29689 4.77142
H 0.04753 -3.60557 3.82863
H -0.66937 -3.74885 2.23985
H -1.65189 -4.00737 3.66921
H -2.46022 -1.71126 5.49346
H -3.64746 -1.55821 4.21067
H -2.76609 -0.15635 4.75400
H -2.47348 -0.01617 1.77884
H -5.07045 -0.36247 1.33850
H -5.66456 -1.44384 0.09635
H -4.55716 -0.14541 -0.32173
H -3.96187 -3.15745 2.95216
H -3.26730 -4.32139 1.84890
H -4.90926 -3.77936 1.61885
H -2.64805 -2.42553 -1.64512
H -3.86541 -3.58717 -1.15620
H -2.19719 -3.80930 -0.68236
*
```

Values from the calculation:
E_LUMO ... 2.2 eV
Kohn-Sham gap ... 6.6149 eV
Calculated total energy ... -220054.90216 eV
HOMO energy ... -4.46 eV
M ... 1132.9 g/mol